Version w
Density functional theory data (wB97M-V/def2-TZVPD) for 2 unconnected molecules or ions with the total composition C3H11NO.

Each line ends with the Mulliken charge.
Atoms and positions in Å:
C1 -0.1914 2.1853 -1.3653  -1.0892
C2 -0.6925 1.9323 0.0726  -0.1636
O1 0.0244 1.0431 0.8399  -0.3907
C3 0.8250 -0.0563 0.4163  -0.5560
H1 -0.7382 3.0063 -1.8429  0.3471
H2 0.8708 2.4055 -1.4533  0.2972
H3 -0.3465 1.2726 -1.9411  0.3047
H4 -1.7372 1.5731 -0.0850  0.2350
H5 -0.7385 2.8654 0.6397  0.2819
H6 0.5200 -0.8914 1.0299  0.2061
H7 1.8662 0.2329 0.4538  0.2595
H8 0.4623 -0.4188 -0.5582  0.2658
N1 -0.2561 -3.7051 0.9796  -0.6267
H9 -0.2644 -4.6951 0.7981  0.2094
H10 0.2333 -3.4983 1.8336  0.2155
H11 0.1627 -3.2516 0.1822  0.2041

Summary:
HOMO energy = -9.5 eV
total charge = 0
gap between HOMO and LUMO = 10.42 eV
SMILES = CCOC.N
molar mass = 77.13 g/mol

Version x
Density functional theory data (wB97M-V/def2-TZVPD) for 2 unconnected molecules or ions with the total composition C3H11NO.

Each line ends with the Mulliken charge.
Atoms and positions in Å:
N1 2.0858 2.6141 -2.6030  -0.5554
C1 3.0287 2.4079 -1.4753  -0.0107
O1 3.5123 1.0029 -1.5503  -0.4657
H1 1.8812 1.8912 -3.3678  0.2178
H2 1.3178 3.2097 -2.2347  0.1915
H3 3.7956 3.2328 -1.6071  0.1817
H4 2.4809 2.5247 -0.4739  0.2102
H5 3.0552 0.8026 -2.3673  0.2305
C2 -1.8421 -2.2030 1.9818  -0.7590
C3 -3.3995 -2.2379 1.9661  -0.8161
H6 -1.3310 -2.9570 2.6363  0.2594
H7 -1.6350 -1.1669 2.2678  0.2377
H8 -1.4348 -2.3554 1.0195  0.2793
H9 -3.8372 -1.5985 1.2112  0.2829
H10 -3.6767 -3.2833 1.7430  0.2447
H11 -4.0009 -1.8840 2.8540  0.2710

Summary:
HOMO energy = -9.3 eV
total charge = 0
gap between HOMO and LUMO = 10.20 eV
SMILES = NCO.CC
molar mass = 77.13 g/mol

Q: Which of them is the least stable? A: version x.

Version w
Density functional theory data (wB97M-V/def2-TZVPD) for 2 unconnected molecules or ions with the total composition C3H11NO.

Each line ends with the Mulliken charge.
Atoms and positions in Å:
C1 0.2175 -2.6694 -0.5159  -1.2852
C2 0.0386 -1.4057 0.3342  -0.4844
C3 -0.4316 -0.1771 -0.4404  -0.2011
N1 -0.9841 0.8388 0.4429  -0.5022
H1 0.8606 -2.5002 -1.3691  0.3291
H2 -0.7393 -3.0353 -0.8985  0.3404
H3 0.6280 -3.4447 0.1267  0.3507
H4 -0.6773 -1.6188 1.1209  0.3645
H5 1.0030 -1.2020 0.8220  0.2762
H6 -1.1681 -0.5122 -1.1744  0.3137
H7 0.3985 0.2463 -1.0010  0.1239
H8 -1.7909 1.3236 0.1032  0.2153
H9 -0.9204 0.6370 1.4257  0.1708
O1 1.0661 3.1153 0.1750  -0.6861
H10 1.7043 2.4369 -0.1138  0.2982
H11 0.2160 2.6451 0.1414  0.3762

Summary:
HOMO energy = -9.3 eV
total charge = 0
gap between HOMO and LUMO = 10.32 eV
SMILES = CCCN.O
molar mass = 77.13 g/mol

Version x
Density functional theory data (wB97M-V/def2-TZVPD) for 2 unconnected molecules or ions with the total composition C3H11NO.

Each line ends with the Mulliken charge.
Atoms and positions in Å:
C1 0.6926 -0.9801 1.7780  -1.1953
C2 1.0796 -0.1976 0.5003  -0.2519
N1 -0.0139 0.6764 0.1052  -0.3872
C3 0.5129 1.4934 -1.0046  -0.8904
H1 0.0250 -1.8226 1.5309  0.2632
H2 0.1450 -0.2760 2.4269  0.3342
H3 1.5602 -1.3707 2.3359  0.3506
H4 1.3735 -0.9562 -0.2504  0.2872
H5 1.9912 0.3590 0.7911  0.3645
H6 -0.7951 0.1459 -0.3011  0.2018
H7 -0.3680 2.0275 -1.3988  0.3305
H8 0.9319 0.8647 -1.8083  0.3183
H9 1.2716 2.2371 -0.7080  0.2965
O1 -2.7349 -0.3763 -1.5018  -0.6713
H10 -3.5324 -0.6651 -1.0030  0.3258
H11 -2.1393 -1.1595 -1.4923  0.3235

Summary:
HOMO energy = -8.9 eV
total charge = 0
gap between HOMO and LUMO = 9.58 eV
SMILES = CCNC.O
molar mass = 77.13 g/mol

Q: Which of them is the least stable? A: version x.

Version w
Density functional theory data (wB97M-V/def2-TZVPD) for 2 unconnected molecules or ions with the total composition C3H11NO.

Each line ends with the Mulliken charge.
Atoms and positions in Å:
N1 1.7804 0.0131 -1.3068  -0.5309
C1 1.7896 -0.0062 0.1857  -0.2664
O1 3.0738 0.0658 0.7205  -0.5081
H1 2.2732 0.9428 -1.6049  0.2596
H2 2.2327 -0.8786 -1.6011  0.2558
H3 1.2310 0.9964 0.6668  0.1425
H4 1.1567 -0.8214 0.5071  0.3189
H5 3.2088 -0.5746 1.4668  0.3172
C2 -2.0536 -0.4988 -0.3737  -0.7272
C3 -2.1433 0.6034 0.5954  -0.6170
H6 -2.9529 -1.1287 -0.3651  0.3294
H7 -1.2307 -1.3086 -0.0265  0.1100
H8 -1.9220 -0.2422 -1.4060  0.2777
H9 -1.1254 1.1145 0.6533  0.0953
H10 -2.8207 1.4485 0.3164  0.2860
H11 -2.4975 0.2745 1.5720  0.2570

Summary:
HOMO energy = -9.8 eV
total charge = 0
gap between HOMO and LUMO = 10.59 eV
SMILES = NCO.CC
molar mass = 77.13 g/mol

Version x
Density functional theory data (wB97M-V/def2-TZVPD) for 4 unconnected molecules or ions with the total composition C3H11NO.

Each line ends with the Mulliken charge.
Atoms and positions in Å:
C1 1.2563 -0.9132 0.1929  -0.2457
N1 1.8960 -0.2266 -0.7845  -0.3613
O1 2.7907 0.6790 -0.1678  -0.3590
H1 3.2338 1.0959 -0.9172  0.3477
H2 -0.0109 1.0114 -0.8026  -0.3533
H3 0.1922 -0.2054 0.4761  -0.1441
H4 0.8306 -1.8416 -0.1815  0.2825
H5 1.7877 -1.0210 1.1371  0.3731
C2 -2.1285 -0.3173 0.0002  -0.8417
C3 -1.0747 0.5902 0.5984  -0.7875
H6 -2.2061 -0.1744 -1.0782  0.2809
H7 -3.1114 -0.1265 0.4440  0.3193
H8 -1.8937 -1.3694 0.1744  0.3015
H9 -1.2871 1.6453 0.4468  0.3589
H10 -0.9632 0.4559 1.6748  0.3405
H11 0.6883 0.7177 -1.2129  0.4881

Summary:
HOMO energy (spin up / spin down) = -8.5 / -8.5 eV
total charge = 0
gap between HOMO and LUMO (spin up / spin down) = 8.71 / 8.71 eV
molar mass = 77.13 g/mol

Q: Which of them is the least stable? A: version x.

Version w
Density functional theory data (wB97M-V/def2-TZVPD) for 2 unconnected molecules or ions with the total composition C2H2FNO2.

Each line ends with the Mulliken charge.
Atoms and positions in Å:
O1 2.2370 0.8240 0.8055  -0.2793
C1 1.1793 1.0093 0.4358  0.6019
N1 0.1579 0.9629 -0.2108  -0.1877
F1 -1.0503 1.6456 -0.0944  -0.1259
C2 -0.6522 -1.1150 -0.2021  0.0349
O2 0.0053 -1.5440 0.7392  -0.4706
H1 -1.6116 -0.5444 -0.1422  0.2065
H2 -0.2654 -1.2383 -1.3310  0.2201

Summary:
HOMO energy = -9.9 eV
total charge = 0
gap between HOMO and LUMO = 9.20 eV
SMILES = O=C=NF.C=O
molar mass = 91.04 g/mol

Version x
Density functional theory data (wB97M-V/def2-TZVPD) for 2 unconnected molecules or ions with the total composition C2H2FNO2.

Each line ends with the Mulliken charge.
Atoms and positions in Å:
C1 -0.5984 0.6078 -0.4432  -0.8816
C2 -0.5824 -0.4761 -1.1692  0.7985
O1 -0.6988 -1.4761 -1.7145  -0.3078
H1 -1.1129 0.9633 0.4446  0.3741
H2 0.2358 1.3532 -0.7722  0.1955
O2 0.2680 -0.9256 1.8543  -0.2098
N1 0.6091 0.0569 1.3196  0.3332
F1 1.8796 -0.1034 0.4806  -0.3022

Summary:
HOMO energy (spin up / spin down) = -9.5 / -9.5 eV
total charge = 0
gap between HOMO and LUMO (spin up / spin down) = 8.77 / 8.77 eV
SMILES = C=C=O.O=NF
molar mass = 91.04 g/mol

Q: Which of them is the least stable? A: version x.

Version w
Density functional theory data (wB97M-V/def2-TZVPD) for a molecular structure, C4H12NO.

Each line ends with the Mulliken charge.
Atoms and positions in Å:
C1 -1.5253 -0.5876 -1.4925  -1.2386
C2 -0.6948 -0.1218 -0.3330  0.4085
C3 -0.8304 -0.6993 1.0436  -0.0406
C4 -1.5382 0.5697 0.7636  -0.5137
O1 1.2555 0.1815 1.7181  -0.5719
N1 2.6080 0.6304 -0.8732  -0.6549
H1 -2.3458 0.1037 -1.6888  0.3406
H2 -0.9848 -0.6907 -2.4325  0.3746
H3 -1.9250 -1.5767 -1.2118  0.3357
H4 0.3242 0.2057 -0.5575  0.2455
H5 0.3648 -0.3875 1.5395  0.2816
H6 -1.3430 -1.6567 1.1180  0.3775
H7 -1.0107 1.4644 1.0950  0.2653
H8 -2.6181 0.6381 0.7744  0.3605
H9 1.5728 0.0071 2.6225  0.3072
H10 2.3565 0.7189 0.1008  0.2351
H11 3.1905 1.4108 -1.1480  0.2560
H12 3.1439 -0.2100 -1.0383  0.2316

Summary:
HOMO energy = -13.6 eV
total charge = +1
gap between HOMO and LUMO = 5.06 eV
molar mass = 90.15 g/mol

Version x
Density functional theory data (wB97M-V/def2-TZVPD) for 2 unconnected molecules or ions with the total composition C4H12NO.

Each line ends with the Mulliken charge.
Atoms and positions in Å:
C1 -0.7959 0.1776 -0.7585  -0.6943
C2 -0.6365 1.5015 0.0964  -0.2802
C3 0.3888 1.2104 1.2266  -0.3601
C4 1.5374 1.8993 1.3766  -0.7977
N1 0.4541 -0.7765 -0.7689  -0.4170
H1 -1.5739 -0.5494 -0.4095  0.3206
H2 -0.9542 0.3967 -1.7552  0.4999
H3 -0.1844 2.2986 -0.6360  0.2806
H4 -1.6964 1.9168 0.2694  0.3235
H5 0.1174 0.7072 2.1218  0.4307
H6 2.2930 1.6998 2.1957  0.2472
H7 1.9268 2.6556 0.7853  0.3106
H8 1.2989 -0.2025 -0.9741  0.3643
H9 0.7659 -1.1011 0.2077  0.3639
H10 0.2328 -1.5189 -1.4833  0.3955
H11 -0.5928 -3.9359 -0.1400  0.2997
H12 -1.7234 -3.2902 -0.8237  0.3066
O1 -0.8576 -3.0890 -0.5303  -0.5938

Summary:
HOMO energy = -14.0 eV
total charge = +1
gap between HOMO and LUMO = 10.77 eV
molar mass = 90.15 g/mol

Q: Which of them is the least stable? A: version w.

Version w
Density functional theory data (wB97M-V/def2-TZVPD) for 2 unconnected molecules or ions with the total composition C4H12NO.

Each line ends with the Mulliken charge.
Atoms and positions in Å:
C1 1.2388 1.7780 0.8980  -0.9666
C2 1.4933 0.8005 -0.3180  -0.3785
C3 0.4238 -0.3228 -0.1005  -0.5888
C4 0.1581 -2.5572 -1.0555  -0.1476
N1 0.3112 -1.2235 -1.2535  -0.0634
H1 2.2305 2.3443 1.1048  0.2905
H2 0.4489 2.4344 0.5135  0.2555
H3 0.9894 1.2171 1.7839  0.3765
H4 1.0866 1.2578 -1.2262  0.3146
H5 2.5893 0.3278 -0.4471  0.3105
H6 0.7385 -0.7641 0.8416  0.4166
H7 -0.6677 -0.0795 0.0376  0.2435
H8 0.8640 -3.0288 -0.3996  0.3147
H9 -0.7280 -2.9641 -1.5568  0.2891
H10 -0.0517 -0.9928 -2.2210  0.3314
H11 -3.8295 1.0639 1.3218  0.3250
H12 -2.6528 1.8446 1.0698  0.3113
O1 -2.8850 0.9642 1.4260  -0.6345

Summary:
HOMO energy = -14.7 eV
total charge = +1
gap between HOMO and LUMO = 8.64 eV
molar mass = 90.15 g/mol

Version x
Density functional theory data (wB97M-V/def2-TZVPD) for 2 unconnected molecules or ions with the total composition C4H12NO.

Each line ends with the Mulliken charge.
Atoms and positions in Å:
C1 -0.1483 -0.7484 0.7104  -0.6245
N1 0.5375 -1.6558 -0.2719  -0.0782
C2 0.5548 -0.9565 -1.6330  -0.6760
C3 0.3337 0.5492 -1.3176  -0.5619
C4 -0.6203 0.4595 -0.1166  -0.3317
H1 -0.9900 -1.2892 1.0860  0.3153
H2 0.5572 -0.4760 1.4774  0.3342
H3 0.1016 -2.5376 -0.5031  0.3437
H4 1.5042 -1.8950 -0.0606  0.3572
H5 -0.4200 -1.1811 -2.0518  0.3662
H6 1.4109 -1.1694 -2.2606  0.3608
H7 1.2463 1.1078 -1.1456  0.3524
H8 -0.2857 0.8958 -2.1409  0.2969
H9 -1.6440 0.2710 -0.4389  0.3128
H10 -0.6382 1.3055 0.5763  0.2554
H11 -0.2450 3.1762 2.5646  0.2973
H12 -0.7526 1.8699 3.1816  0.2874
O1 -0.5020 2.2740 2.3442  -0.6073

Summary:
HOMO energy = -15.0 eV
total charge = +1
gap between HOMO and LUMO = 11.77 eV
molar mass = 90.15 g/mol

Version y
Density functional theory data (wB97M-V/def2-TZVPD) for 2 unconnected molecules or ions with the total composition C4H12NO.

Each line ends with the Mulliken charge.
Atoms and positions in Å:
C1 1.0024 0.8997 0.4432  -0.6718
C2 -0.1482 0.0505 0.8887  -0.3433
C3 -1.5193 0.6664 0.7962  -0.2546
C4 -2.4960 -0.0472 0.2450  -0.6887
N1 0.9773 0.9909 -1.0756  -0.2869
H1 1.0568 1.9012 0.8082  0.4218
H2 1.9405 0.4723 0.7916  0.3432
H3 -0.0846 -0.9055 0.3703  0.1774
H4 0.1872 -0.3446 1.8579  0.3901
H5 -1.6279 1.7419 0.8920  0.3578
H6 -3.4595 0.3120 -0.0907  0.2933
H7 -2.5000 -1.1314 0.2750  0.2455
H8 0.3416 0.2676 -1.4276  0.3301
H9 0.5397 1.8608 -1.3835  0.3799
H10 1.9015 0.8934 -1.4906  0.3242
H11 0.7418 -3.0391 -0.4254  0.3115
H12 2.0464 -2.3917 -0.7297  0.3084
O1 1.1001 -2.1975 -0.7451  -0.6380

Summary:
HOMO energy = -13.4 eV
total charge = +1
gap between HOMO and LUMO = 9.99 eV
molar mass = 90.15 g/mol

Q: Which of them is the least stable? A: version w.